1.
C18H37N3OPtSeSi4 as an isolated structure in a non-equilibrium geometry, computed with the ωB97M-V functional and the def2-TZVPD basis.

Results
2S+1: 1
Net charge: +2
Energy in eV: -125872.3126
HOMO-LUMO gap (alpha / beta) in eV: 4.928 / 4.849
HOMO (alpha / beta) in eV: -13.38 / -13.38

Atoms and positions in Å:
Pt 0.325 -1.859 0.132
N 4.561 -2.973 0.499
C 3.238 -2.846 0.449
O 2.704 -2.040 -0.334
C 2.412 -3.679 1.383
C 1.123 -2.972 1.762
H 5.136 -2.441 -0.136
H 5.007 -3.668 1.074
H 2.990 -3.924 2.277
H 2.197 -4.618 0.866
H 1.291 -2.255 2.568
H 0.362 -3.690 2.067
Se -2.689 -3.082 -1.747
N -1.802 -2.517 -0.297
C -2.695 -2.204 0.650
C -2.405 -1.715 1.945
C -3.445 -1.425 2.777
C -4.799 -1.613 2.378
C -5.120 -2.075 1.142
C -4.068 -2.373 0.237
N -4.227 -2.797 -1.009
H -1.369 -1.592 2.242
H -3.242 -1.025 3.762
H -5.581 -1.388 3.090
H -6.142 -2.227 0.825
C -1.641 3.588 -1.438
Si -1.855 1.751 -1.090
C -2.465 0.806 -2.609
C -2.946 1.431 0.411
Si 0.226 0.358 -0.501
Si 1.812 1.086 -2.581
C 3.474 0.304 -2.222
C 0.934 0.321 -4.052
C 1.850 2.963 -2.578
Si 1.318 1.498 1.701
C 3.010 0.690 1.591
C 0.256 0.910 3.131
C 1.241 3.336 1.340
H -2.637 4.033 -1.498
H -1.154 3.784 -2.391
H -1.095 4.121 -0.660
H -3.555 0.728 -2.568
H -2.066 -0.206 -2.672
H -2.220 1.328 -3.533
H -3.984 1.669 0.162
H -2.672 2.038 1.274
H -2.928 0.387 0.712
H 3.362 -0.711 -1.854
H 4.049 0.871 -1.490
H 4.064 0.264 -3.142
H 0.694 -0.728 -3.885
H 1.595 0.365 -4.922
H 0.017 0.845 -4.321
H 2.318 3.372 -1.683
H 0.867 3.414 -2.686
H 2.451 3.290 -3.431
H 2.927 -0.310 1.176
H 3.466 0.605 2.580
H 3.695 1.258 0.962
H 0.195 -0.179 3.155
H -0.758 1.306 3.085
H 0.694 1.229 4.080
H 1.779 3.605 0.432
H 1.704 3.884 2.165
H 0.216 3.695 1.252

---

2.
C26H16N6O2PdS as an isolated structure in a non-equilibrium geometry, computed with the ωB97M-V functional and the def2-TZVPD basis.

Results
2S+1: 5
Net charge: +2
<S²>: 6.12
Energy in eV: -54552.6365
HOMO-LUMO gap (alpha / beta) in eV: 5.252 / 1.952
HOMO (alpha / beta) in eV: -13.01 / -13.18

Atoms and positions in Å:
Pd 5.766 13.018 10.911
O 5.418 10.947 10.727
C 5.411 10.133 11.762
C 5.713 8.734 11.488
C 5.670 7.834 12.509
C 5.382 8.220 13.830
C 5.104 9.536 14.155
C 5.225 10.528 13.154
C 5.057 11.855 13.634
N 5.235 12.961 12.843
N 5.145 14.135 13.468
C 5.506 15.131 12.662
O 5.960 15.024 11.455
C 5.442 16.564 13.224
C 5.197 16.843 14.577
C 5.096 18.161 14.960
C 5.222 19.170 13.994
C 5.458 18.885 12.657
C 5.608 17.558 12.268
H 6.062 8.459 10.473
H 5.773 6.746 12.302
H 5.427 7.483 14.641
H 4.853 9.805 15.191
H 4.807 12.008 14.689
H 5.015 16.038 15.277
H 4.921 18.344 16.012
H 5.113 20.192 14.314
H 5.516 19.692 11.931
H 5.731 17.208 11.230
S 11.000 13.020 5.636
N 9.357 13.201 5.518
C 8.876 12.822 6.686
C 7.461 12.926 7.081
C 6.432 13.218 6.179
C 5.113 13.395 6.706
C 4.916 13.365 8.090
N 5.910 13.031 8.916
C 7.194 12.838 8.465
C 8.204 12.530 9.417
N 7.739 12.359 10.667
C 8.591 12.129 11.653
C 9.963 11.927 11.404
C 10.428 11.928 10.086
C 9.538 12.233 9.074
C 9.913 12.512 7.692
N 11.156 12.670 7.194
H 6.675 13.363 5.136
H 4.324 13.602 6.025
H 3.926 13.621 8.486
H 8.273 12.123 12.661
H 10.686 11.695 12.268
H 11.457 11.692 9.850

---

3.
One molecule with the formula C5H11NO in a non-equilibrium geometry, computed with the ωB97M-V functional and the def2-TZVPD basis.

Results
2S+1: 1
Net charge: 0
Energy in eV: -8899.8522
HOMO-LUMO gap in eV: 9.954
SMILES string: CC(C)N(C)C=O
HOMO in eV: -9.06

Atoms and positions in Å:
C -1.464 -0.126 0.652
N -0.640 0.176 -0.379
C -1.411 0.526 -1.638
C 1.435 1.043 0.480
C 0.862 -0.219 -0.141
C 0.961 -1.393 0.783
O -2.639 -0.427 0.554
H -0.995 0.081 1.626
H -0.638 1.013 -2.233
H -2.228 1.145 -1.287
H -1.852 -0.402 -2.000
H 2.452 1.033 0.855
H 0.864 1.502 1.290
H 1.462 1.781 -0.341
H 1.101 -0.394 -1.190
H 0.121 -2.072 0.597
H 1.723 -2.139 0.532
H 0.886 -1.129 1.839

---

4.
One molecule with the formula C3H4N2O2S in a non-equilibrium geometry, computed with the ωB97M-V functional and the def2-TZVPD basis.

Results
2S+1: 1
Net charge: 0
Energy in eV: -21084.5172
HOMO-LUMO gap in eV: 9.971
SMILES string: O=C1CN=C(NO)S1
HOMO in eV: -9.51

Atoms and positions in Å:
C 0.191 -0.538 -0.108
C -0.953 0.950 1.132
C -0.575 1.790 -0.052
H 1.503 -2.108 -2.182
H 0.895 -2.348 0.255
H -2.090 0.899 1.208
H -0.486 1.393 2.041
N 0.660 -1.765 -0.557
N -0.443 -0.412 1.009
O 1.800 -1.665 -1.339
O -0.877 2.953 -0.203
S 0.376 0.851 -1.205

---

5.
C2H3OP as an isolated structure in a non-equilibrium geometry, computed with the ωB97M-V functional and the def2-TZVPD basis.

Results
2S+1: 1
Net charge: 0
Energy in eV: -13455.5142
HOMO-LUMO gap in eV: 9.272
HOMO in eV: -9.01

Atoms and positions in Å:
C 0.294 -0.738 -0.093
C -0.311 0.290 -0.808
O -1.030 1.001 0.248
P -0.433 0.065 1.574
H 0.769 -1.566 -0.486
H -0.501 0.681 -1.824
H 1.211 0.266 1.390

---

6.
A 6-piece molecular cluster, C24H67ClN5O6P overall in a non-equilibrium geometry, computed with the ωB97M-V functional and the def2-TZVPD basis.

Results
2S+1: 1
Net charge: 0
Energy in eV: -67516.8998
HOMO-LUMO gap in eV: 9.470
SMILES string: COC[C@@H](C)N.COC[C@@H](C)N.COC[C@@H](C)N.COC[C@@H](C)N.COC[C@@H](C)N.CCCOC[PH3]Cl
HOMO in eV: -8.87

Atoms and positions in Å:
C 4.734 -3.222 2.485
C 3.818 -2.099 1.890
C 2.753 -2.650 0.901
O 3.175 -2.700 -0.452
C 3.931 -3.871 -0.752
P 5.726 -3.284 -1.142
Cl 7.718 -2.463 -1.457
H 5.125 -2.917 3.469
H 4.156 -4.150 2.627
H 5.590 -3.414 1.814
H 4.428 -1.291 1.455
H 3.268 -1.631 2.727
H 1.912 -1.936 0.932
H 2.328 -3.609 1.256
H 3.509 -4.299 -1.686
H 3.910 -4.640 0.041
H 5.432 -3.141 -2.523
H 5.466 -2.153 -0.321
H 6.272 -4.502 -0.649
C -1.851 1.623 3.419
C -0.697 1.134 4.289
C 0.487 0.554 3.496
O 0.264 -0.728 2.931
C -0.547 -0.715 1.769
N -1.216 0.167 5.267
H -2.484 0.812 3.061
H -2.495 2.288 3.998
H -1.485 2.183 2.556
H -0.317 1.998 4.834
H 1.322 0.423 4.190
H 0.831 1.254 2.723
H -0.352 0.159 1.143
H -1.602 -0.756 2.045
H -0.330 -1.615 1.193
H -0.476 -0.067 5.923
H -1.391 -0.706 4.775
C -2.338 -1.236 -1.755
C -3.412 -0.455 -1.002
C -4.648 -0.096 -1.850
O -4.454 0.949 -2.793
C -3.745 0.579 -3.962
N -2.803 0.740 -0.411
H -1.720 -0.601 -2.388
H -1.663 -1.717 -1.045
H -2.780 -2.020 -2.375
H -3.766 -1.095 -0.188
H -5.421 0.274 -1.171
H -5.067 -0.982 -2.345
H -4.001 -0.432 -4.291
H -2.669 0.665 -3.803
H -4.012 1.281 -4.753
H -3.486 1.195 0.188
H -2.653 1.410 -1.160
C -1.449 5.339 3.850
C -0.043 5.399 4.442
C 0.732 6.686 4.102
O 1.209 6.770 2.770
C 0.226 7.087 1.801
N 0.698 4.201 4.029
H -1.453 5.066 2.796
H -2.038 4.582 4.370
H -1.965 6.295 3.963
H -0.149 5.372 5.530
H 1.627 6.712 4.729
H 0.149 7.582 4.355
H -0.504 7.807 2.182
H -0.278 6.183 1.454
H 0.733 7.525 0.941
H 1.589 4.180 4.519
H 0.961 4.324 3.053
C 4.014 -9.652 -3.523
C 5.048 -8.715 -4.142
C 5.067 -7.300 -3.533
O 3.982 -6.466 -3.906
C 2.757 -6.750 -3.253
N 4.841 -8.674 -5.593
H 3.007 -9.475 -3.898
H 4.259 -10.687 -3.765
H 4.000 -9.561 -2.434
H 6.033 -9.152 -3.953
H 5.962 -6.791 -3.902
H 5.160 -7.337 -2.439
H 2.909 -7.039 -2.209
H 2.208 -7.528 -3.786
H 2.146 -5.847 -3.279
H 5.601 -8.153 -6.021
H 4.020 -8.101 -5.771
C -3.386 5.567 -1.160
C -4.130 4.354 -1.712
C -5.332 4.700 -2.609
O -6.478 5.182 -1.926
C -6.396 6.527 -1.493
N -4.525 3.492 -0.595
H -3.891 6.022 -0.309
H -2.395 5.267 -0.810
H -3.248 6.330 -1.930
H -3.424 3.797 -2.335
H -5.657 3.778 -3.098
H -5.047 5.395 -3.410
H -5.868 7.156 -2.217
H -5.915 6.589 -0.515
H -7.412 6.905 -1.378
H -4.910 2.630 -0.971
H -5.317 3.932 -0.131

---

Q: What is the formula in the first record?
A: C18H37N3OPtSeSi4

---

Q: Number 4 is which compound?
A: C3H4N2O2S